(1)
DFT (wB97M-V/def2-TZVPD) results for a gas-phase ion, CH2NO2S2 (charge -1) at a distorted geometry.

total energy: -28322.7192 eV
molar mass: 124.17 g/mol
SMILES string: N[S@](=O)([O-])=C=S
frontier orbital gap: 6.20 eV
energy above the lowest of the compared OMol25 structures with the same formula, charge and spin: 316.2 kJ/mol
E_HOMO: -2.56 eV

ORCA input file:
```
! wB97M-V def2-TZVPD RIJCOSX def2/J DEFGRID3
* xyz -1 1
N 1.779 -0.233 -1.508
S 2.704 0.451 -0.237
O 2.242 1.756 -0.620
O 4.057 0.159 -0.461
C 2.291 -0.316 1.400
S 2.610 -1.802 1.494
H 0.750 0.097 -1.250
H 1.756 -1.044 -2.062
*
```

***

(2)
DFT (wB97M-V/def2-TZVPD) results for a molecular structure, CH2NO3S2 at a distorted geometry.

total energy: -30374.2985 eV
molar mass: 140.17 g/mol
frontier orbital gap: 7.92 eV
energy above the lowest of the compared OMol25 structures with the same formula, charge and spin: 18.9 kJ/mol
E_HOMO: -4.29 eV

ORCA input file:
```
! wB97M-V def2-TZVPD RIJCOSX def2/J DEFGRID3
* xyz -1 1
C 1.227 0.870 -0.394
N 0.137 -0.053 0.030
O -2.283 0.257 1.410
O -2.288 1.233 -0.824
O 1.508 0.837 -1.592
S 1.790 1.737 0.894
S -1.645 1.162 0.487
H 0.596 -0.435 0.873
H -0.282 -0.633 -0.630
*
```

***

(3)
DFT (wB97M-V/def2-TZVPD) results for 2 unconnected molecules or ions with the total composition CH2NO4 at a distorted geometry.

total energy: -10728.8238 eV
molar mass: 92.03 g/mol
frontier orbital gap: 5.21 eV
energy above the lowest of the compared OMol25 structures with the same formula, charge and spin: 753.9 kJ/mol
E_HOMO: -13.79 eV

ORCA input file:
```
! wB97M-V def2-TZVPD RIJCOSX def2/J DEFGRID3
* xyz 1 1
C 0.543 2.048 -0.096
N -0.231 -2.268 0.101
O -1.484 -2.396 0.359
O 0.784 -2.615 0.048
O 0.253 1.275 -0.839
O -0.895 -1.058 -0.192
H 1.103 1.989 0.653
H -0.073 3.025 -0.034
*
```

***

(4)
DFT (wB97M-V/def2-TZVPD) results for a gas-phase ion, CH2NO4S (charge -1) at a distorted geometry.

total energy: -21581.5157 eV
molar mass: 124.10 g/mol
frontier orbital gap: 9.02 eV
energy above the lowest of the compared OMol25 structures with the same formula, charge and spin: 499.4 kJ/mol
E_HOMO: -4.94 eV

ORCA input file:
```
! wB97M-V def2-TZVPD RIJCOSX def2/J DEFGRID3
* xyz -1 1
C 0.865 0.781 -0.787
N -1.050 -1.967 0.593
O -0.631 -3.046 0.987
O -0.096 1.633 -1.331
O -0.433 -0.946 1.111
O -0.857 1.523 1.089
S -0.753 0.649 -0.051
H 1.476 1.362 -0.167
H 1.479 0.010 -1.444
*
```

***

(5)
DFT (wB97M-V/def2-TZVPD) results for a gas-phase ion, CH2NO4S (charge -1) at a distorted geometry.

total energy: -21578.9713 eV
molar mass: 124.10 g/mol
frontier orbital gap (spin up / spin down): 5.88 / 6.55 eV
<S²>: 2.01
energy above the lowest of the compared OMol25 structures with the same formula, charge and spin: 284.1 kJ/mol
E_HOMO (spin up / spin down): -1.54 / -5.49 eV

ORCA input file:
```
! wB97M-V def2-TZVPD RIJCOSX def2/J DEFGRID3
* xyz -1 3
C 0.031 0.060 0.403
N 0.658 0.757 1.207
O -0.278 2.281 -1.504
O 1.690 3.409 -1.072
O 1.686 0.928 -1.209
O 0.703 2.227 0.696
S 0.993 2.157 -0.917
H -0.094 -0.992 0.688
H -0.417 0.648 -0.324
*
```

***

(6)
DFT (wB97M-V/def2-TZVPD) results for a single CH2NOP molecule at a distorted geometry.

total energy: -13893.6932 eV
molar mass: 75.01 g/mol
SMILES string: [H]/P=N\C=O
frontier orbital gap: 8.05 eV
energy above the lowest of the compared OMol25 structures with the same formula, charge and spin: 161.9 kJ/mol
E_HOMO: -9.89 eV

ORCA input file:
```
! wB97M-V def2-TZVPD RIJCOSX def2/J DEFGRID3
* xyz 0 1
H -1.558 1.028 -0.214
P -0.619 0.178 0.622
N 0.829 0.252 -0.037
C 1.116 -0.031 -1.337
O 0.347 -0.595 -2.082
H 2.172 0.348 -1.658
*
```

***

(7)
DFT (wB97M-V/def2-TZVPD) results for 2 unconnected molecules or ions with the total composition CH2NOS at a distorted geometry.

total energy: -15441.5218 eV
molar mass: 76.10 g/mol
frontier orbital gap: 5.42 eV
energy above the lowest of the compared OMol25 structures with the same formula, charge and spin: 264.3 kJ/mol
E_HOMO: -1.96 eV

ORCA input file:
```
! wB97M-V def2-TZVPD RIJCOSX def2/J DEFGRID3
* xyz -1 1
C 2.761 0.542 -0.017
N -0.001 0.430 0.236
O 3.077 1.678 -0.072
S 3.065 -1.011 -0.106
H 0.143 -0.506 0.618
H -0.109 0.295 -0.773
*
```

***

(8)
DFT (wB97M-V/def2-TZVPD) results for 2 unconnected molecules or ions with the total composition CH2NOS3 at a distorted geometry.

total energy: -37112.8256 eV
molar mass: 140.23 g/mol
frontier orbital gap (spin up / spin down): 6.79 / 6.38 eV
energy above the lowest of the compared OMol25 structures with the same formula, charge and spin: 188.8 kJ/mol
E_HOMO (spin up / spin down): -4.17 / -3.80 eV

ORCA input file:
```
! wB97M-V def2-TZVPD RIJCOSX def2/J DEFGRID3
* xyz -1 1
C -0.121 -2.007 2.637
N -0.453 0.741 -0.296
O -0.279 -2.968 3.364
S 0.063 -2.114 0.813
S -0.167 -0.295 2.673
S -1.673 1.501 0.478
H -0.502 -0.258 -0.425
H 0.342 0.849 0.336
*
```

***

(9)
DFT (wB97M-V/def2-TZVPD) results for 2 unconnected molecules or ions with the total composition CH2NOS3 at a distorted geometry.

total energy: -37112.8757 eV
molar mass: 140.23 g/mol
frontier orbital gap (spin up / spin down): 7.02 / 5.78 eV
energy above the lowest of the compared OMol25 structures with the same formula, charge and spin: 183.9 kJ/mol
E_HOMO (spin up / spin down): -4.34 / -3.79 eV

ORCA input file:
```
! wB97M-V def2-TZVPD RIJCOSX def2/J DEFGRID3
* xyz -1 1
C -1.908 0.301 0.222
N 1.723 -0.217 -0.653
O -3.042 0.070 -0.103
S -1.009 1.749 0.201
S -0.749 -0.685 0.987
S 2.846 -1.071 0.323
H 1.305 0.514 -0.081
H 0.834 -0.661 -0.895
*
```

***

(10)
DFT (wB97M-V/def2-TZVPD) results for a gas-phase ion, CH2NOS3 (charge -1) at a distorted geometry.

total energy: -37111.5013 eV
molar mass: 140.23 g/mol
SMILES string: ON([S-])C(=S)S
frontier orbital gap: 6.37 eV
energy above the lowest of the compared OMol25 structures with the same formula, charge and spin: 316.5 kJ/mol
E_HOMO: -3.07 eV

ORCA input file:
```
! wB97M-V def2-TZVPD RIJCOSX def2/J DEFGRID3
* xyz -1 1
O -0.481 1.996 -0.461
N -0.819 0.426 -0.074
S -2.268 -0.149 0.142
C 0.290 -0.280 0.011
S 1.845 0.289 0.188
S -0.048 -2.051 -0.146
H 0.396 1.962 0.007
H 1.086 -2.193 0.333
*
```

***

(11)
DFT (wB97M-V/def2-TZVPD) results for 2 unconnected molecules or ions with the total composition CH2NOS3 at a distorted geometry.

total energy: -37113.2301 eV
molar mass: 140.23 g/mol
frontier orbital gap (spin up / spin down): 6.51 / 6.04 eV
<S²>: 2.01
energy above the lowest of the compared OMol25 structures with the same formula, charge and spin: 0.0 kJ/mol
E_HOMO (spin up / spin down): -3.28 / -4.11 eV

ORCA input file:
```
! wB97M-V def2-TZVPD RIJCOSX def2/J DEFGRID3
* xyz -1 3
C 1.746 -1.248 0.997
N -1.700 0.817 -0.706
O 2.280 -2.230 1.421
S 0.871 0.042 1.733
S 1.556 -0.576 -0.578
S -2.392 1.963 -1.710
H -1.251 0.043 -1.183
H -1.110 1.190 0.026
*
```

***

(12)
DFT (wB97M-V/def2-TZVPD) results for a single CH2O molecule at a distorted geometry.

total energy: -3115.4237 eV
molar mass: 30.03 g/mol
SMILES string: C=O
frontier orbital gap: 11.15 eV
energy above the lowest of the compared OMol25 structures with the same formula, charge and spin: 48.8 kJ/mol
E_HOMO: -9.99 eV

ORCA input file:
```
! wB97M-V def2-TZVPD RIJCOSX def2/J DEFGRID3
* xyz 0 1
C -0.515 -0.011 -0.016
O 0.624 -0.003 0.003
H -0.982 -0.947 0.037
H -0.920 1.033 0.033
*
```

***

(13)
DFT (wB97M-V/def2-TZVPD) results for a gas-phase ion, CH2O2P (charge -1) at a distorted geometry.

total energy: -14454.6641 eV
molar mass: 77.00 g/mol
frontier orbital gap: 8.23 eV
energy above the lowest of the compared OMol25 structures with the same formula, charge and spin: 0.0 kJ/mol
E_HOMO: -3.64 eV

ORCA input file:
```
! wB97M-V def2-TZVPD RIJCOSX def2/J DEFGRID3
* xyz -1 1
C -0.418 0.051 0.870
O 0.329 1.289 -1.521
O 0.113 -1.228 -1.281
P 0.130 0.123 -0.673
H -0.074 -0.920 1.019
H -0.079 0.683 1.585
*
```

***

(14)
DFT (wB97M-V/def2-TZVPD) results for a molecular structure, CH2O2S at a distorted geometry.

total energy: -15995.9566 eV
molar mass: 78.09 g/mol
frontier orbital gap: 7.73 eV
energy above the lowest of the compared OMol25 structures with the same formula, charge and spin: 383.9 kJ/mol
E_HOMO: -8.49 eV

ORCA input file:
```
! wB97M-V def2-TZVPD RIJCOSX def2/J DEFGRID3
* xyz 0 1
C 0.435 -0.042 0.039
H -1.178 -0.967 0.723
H -1.113 1.292 -0.522
O -0.279 -1.275 -0.164
O -0.031 1.131 -0.027
S 2.167 -0.140 -0.050
*
```

***

(15)
DFT (wB97M-V/def2-TZVPD) results for 2 unconnected molecules or ions with the total composition CH2O2S at a distorted geometry.

total energy: -15992.8244 eV
molar mass: 78.09 g/mol
frontier orbital gap (spin up / spin down): 7.57 / 9.28 eV
energy above the lowest of the compared OMol25 structures with the same formula, charge and spin: 686.1 kJ/mol
E_HOMO (spin up / spin down): -8.52 / -9.98 eV

ORCA input file:
```
! wB97M-V def2-TZVPD RIJCOSX def2/J DEFGRID3
* xyz 0 1
C -0.841 0.615 0.603
O 0.756 -1.092 -0.968
O -0.029 -0.122 -1.401
S 0.454 0.189 1.376
H -1.833 0.967 0.898
H 1.494 -0.557 -0.509
*
```

***

(16)
DFT (wB97M-V/def2-TZVPD) results for a single CH2O2S molecule at a distorted geometry.

total energy: -15994.3862 eV
molar mass: 78.09 g/mol
frontier orbital gap (spin up / spin down): 8.33 / 8.31 eV
<S²>: 2.01
energy above the lowest of the compared OMol25 structures with the same formula, charge and spin: 246.3 kJ/mol
E_HOMO (spin up / spin down): -7.69 / -11.62 eV

ORCA input file:
```
! wB97M-V def2-TZVPD RIJCOSX def2/J DEFGRID3
* xyz 0 3
C -0.386 -0.076 0.219
O -2.599 -1.286 0.177
O -2.728 1.244 -0.049
S -1.955 0.005 -0.088
H 0.234 0.866 0.079
H -0.140 -1.054 0.414
*
```

***

(17)
DFT (wB97M-V/def2-TZVPD) results for 2 unconnected molecules or ions with the total composition CH2O2S2 at a distorted geometry.

total energy: -26831.0555 eV
molar mass: 110.16 g/mol
frontier orbital gap (spin up / spin down): 7.80 / 7.80 eV
energy above the lowest of the compared OMol25 structures with the same formula, charge and spin: 289.3 kJ/mol
E_HOMO (spin up / spin down): -9.51 / -9.51 eV

ORCA input file:
```
! wB97M-V def2-TZVPD RIJCOSX def2/J DEFGRID3
* xyz 0 1
C 0.486 1.010 -0.632
O -1.761 -2.496 0.554
O 2.791 0.522 0.429
S -3.173 -2.515 0.986
S 1.625 1.386 0.496
H -0.166 1.913 -0.603
H 0.199 0.180 -1.230
*
```

***

(18)
DFT (wB97M-V/def2-TZVPD) results for 2 unconnected molecules or ions with the total composition CH2O2S2 at a distorted geometry.

total energy: -26832.1519 eV
molar mass: 110.16 g/mol
SMILES string: O=CS.O=S
frontier orbital gap (spin up / spin down): 7.78 / 7.79 eV
energy above the lowest of the compared OMol25 structures with the same formula, charge and spin: 183.5 kJ/mol
E_HOMO (spin up / spin down): -9.48 / -9.49 eV

ORCA input file:
```
! wB97M-V def2-TZVPD RIJCOSX def2/J DEFGRID3
* xyz 0 1
O -1.417 -0.863 0.811
C -1.614 0.079 0.094
S -0.451 0.941 -0.984
H -2.688 0.377 -0.308
H 0.494 0.845 -0.093
O 2.534 -0.222 0.717
S 3.143 -1.156 -0.237
*
```

***

(19)
DFT (wB97M-V/def2-TZVPD) results for a single CH2O2S2 molecule at a distorted geometry.

total energy: -26832.0340 eV
molar mass: 110.16 g/mol
SMILES string: O=S1#S(=O)C1
frontier orbital gap: 9.22 eV
energy above the lowest of the compared OMol25 structures with the same formula, charge and spin: 194.8 kJ/mol
E_HOMO: -9.47 eV

ORCA input file:
```
! wB97M-V def2-TZVPD RIJCOSX def2/J DEFGRID3
* xyz 0 1
O 1.481 -1.405 0.906
S 0.050 -1.109 0.640
S -0.106 1.005 0.823
O -1.415 1.335 1.289
C -0.081 0.053 -0.750
H 0.932 0.043 -1.410
H -0.861 0.078 -1.497
*
```

***

(20)
DFT (wB97M-V/def2-TZVPD) results for a single CH2O2S2 molecule at a distorted geometry.

total energy: -26833.4406 eV
molar mass: 110.16 g/mol
SMILES string: OSC(O)=S
frontier orbital gap: 9.03 eV
energy above the lowest of the compared OMol25 structures with the same formula, charge and spin: 59.1 kJ/mol
E_HOMO: -9.00 eV

ORCA input file:
```
! wB97M-V def2-TZVPD RIJCOSX def2/J DEFGRID3
* xyz 0 1
O -1.768 1.108 0.068
S -1.168 -0.408 -0.151
C 0.561 -0.251 0.035
O 1.129 -1.490 0.188
S 1.339 1.161 -0.038
H -2.218 1.464 -0.668
H 2.124 -1.584 0.565
*
```